Entry from the OMol25 dataset: the molecule C20H28N2O4 (ωB97M-V/def2-TZVPD).

- ΔE to the lowest compared entry with this formula, charge and spin: 81.4 kJ/mol
- Highest occupied orbital energy: -8.4834 eV
- Spin multiplicity: 1
- Structure (SMILES): CCCCC(=O)Nc1ccc(C(=O)N2CCC(C(=O)OCC)CC2)cc1
- Calculated total energy: -1189.448456 hartree

XYZ file:
```
54
Properties=species:S:1:pos:R:3:forces:R:3
C -8.89181 -1.97207 1.28146 -0.1 0.1 -0.2
C -8.69187 -1.39669 -0.11636 0.2 -0.2 0.1
C -7.23182 -1.39901 -0.56460 -0.1 0.2 0.0
C -6.35152 -0.45812 0.25377 -0.1 -0.4 -0.4
C -4.95141 -0.35924 -0.33453 -0.3 0.2 0.4
O -4.60464 -0.93415 -1.33888 0.1 -0.1 -0.2
N -4.14218 0.45517 0.41021 0.0 0.2 0.3
C -2.80958 0.81496 0.19274 0.3 0.0 -0.1
C -2.19300 1.62951 1.14188 0.0 -0.1 -0.1
C -0.88132 2.02500 0.97834 0.1 -0.1 -0.1
C -0.15072 1.59976 -0.12494 -0.2 0.1 -0.1
C 1.24135 2.10916 -0.32040 -0.1 0.0 -0.1
O 1.46920 3.30658 -0.36551 0.0 0.3 0.1
N 2.21154 1.18010 -0.49137 0.1 0.0 -0.2
C 2.10778 -0.21974 -0.15611 -0.2 -0.5 0.3
C 2.88289 -0.50931 1.13409 0.1 -0.1 -0.3
C 4.34315 -0.05012 1.03829 0.0 0.0 0.1
C 5.15598 -0.91503 0.09238 -0.2 0.2 0.4
O 4.81884 -1.28152 -1.00387 0.0 -0.1 -0.2
O 6.34279 -1.19692 0.63594 0.2 0.0 0.3
C 7.25047 -1.98473 -0.13882 0.2 -0.3 -0.4
C 6.96156 -3.47120 0.01030 -0.1 0.4 0.0
C 4.39890 1.41399 0.56968 0.0 -0.1 -0.2
C 3.57732 1.61061 -0.70289 0.3 0.4 -0.1
C -0.77237 0.79962 -1.07821 0.1 0.2 0.3
C -2.08845 0.40760 -0.92674 -0.1 -0.1 -0.1
H -8.46570 -2.97094 1.34505 0.0 -0.1 0.1
H -8.42103 -1.34722 2.03658 0.0 0.0 0.1
H -9.95223 -2.03750 1.51411 -0.1 0.0 0.1
H -9.08054 -0.37588 -0.14842 -0.1 0.0 -0.1
H -9.27022 -1.99082 -0.82683 0.0 0.1 0.0
H -6.82746 -2.41050 -0.49881 0.0 0.0 -0.1
H -7.17436 -1.09566 -1.61144 0.1 -0.1 0.0
H -6.27038 -0.80869 1.28504 0.0 0.1 0.1
H -6.79137 0.54337 0.26837 0.0 0.0 0.1
H -4.55253 0.86739 1.23736 0.0 -0.1 -0.2
H -2.75112 1.96012 2.00734 -0.1 0.0 0.1
H -0.41306 2.67014 1.70643 0.0 0.1 0.1
H 1.06233 -0.49786 -0.02379 0.2 0.0 0.0
H 2.53562 -0.80642 -0.97422 -0.2 0.0 0.1
H 2.83874 -1.57828 1.34834 0.0 0.0 0.1
H 2.40871 0.02586 1.96046 0.0 0.0 0.0
H 4.81916 -0.12764 2.02068 -0.1 0.0 -0.1
H 7.16918 -1.68669 -1.18920 0.1 0.0 0.2
H 8.24143 -1.73461 0.24503 -0.1 0.0 -0.1
H 5.97703 -3.70022 -0.39009 0.0 -0.1 0.0
H 6.99314 -3.75742 1.05886 0.0 -0.1 0.1
H 7.70527 -4.04311 -0.53686 0.1 -0.1 -0.1
H 5.43317 1.71491 0.39620 0.0 0.1 0.0
H 3.98564 2.04720 1.35747 0.0 0.0 0.0
H 3.55427 2.66581 -0.98077 0.0 -0.2 0.0
H 4.00110 1.02253 -1.52226 0.0 0.1 0.0
H -0.22501 0.49256 -1.95725 0.1 -0.1 -0.1
H -2.56379 -0.20936 -1.67021 0.0 0.0 0.0
```
Positions in Å, forces in eV/Å.

***

Entry from the OMol25 dataset: a structure of composition C27H49As3NO3SSbZr at a distorted geometry (ωB97M-V/def2-TZVPD).

- ΔE to the lowest compared entry with this formula, charge and spin: 65.6 kJ/mol
- Highest occupied orbital energy: -12.8674 eV
- Spin multiplicity: 1
- Total charge: +2
- Calculated total energy: -8730.940839 hartree

XYZ file:
```
86
Properties=species:S:1:pos:R:3:forces:R:3
Zr -1.20285 -0.51674 -0.25372 0.1 -2.7 -0.8
C -1.28937 -5.42200 0.04411 -0.7 0.4 0.9
C -1.24372 -4.60952 -1.24750 -0.8 -0.7 -1.4
C 0.12631 -4.99656 -1.85392 0.6 -0.1 0.9
O -2.43321 -4.83448 -2.12671 1.8 -1.5 0.7
C -1.23006 -3.09469 -1.07778 -1.0 0.4 -0.5
O -0.15810 -2.56631 -0.64071 -0.7 1.2 0.4
O -2.22565 -2.32892 -1.41152 1.9 0.2 1.2
H -0.74389 -6.35897 -0.09593 -0.1 0.2 0.1
H -2.31425 -5.65944 0.33786 0.0 0.1 -0.1
H -0.83797 -4.86940 0.89120 0.0 -0.3 -0.4
H 0.17811 -6.05134 -2.12064 -0.5 -0.1 0.0
H 0.90783 -4.91367 -1.01537 -1.0 0.4 -1.5
H 0.35007 -4.43959 -2.75211 0.4 0.4 -0.1
H -2.45152 -5.80655 -2.38540 0.1 1.7 0.5
S -3.52707 -0.06169 3.62441 -1.0 -0.6 -0.7
C -3.82221 -1.70776 3.09142 0.6 0.1 1.2
C -3.04041 -2.03828 2.03389 0.4 0.2 -0.4
C -2.34111 -0.90351 1.48000 -0.8 0.5 1.0
C -2.61621 0.26771 2.21763 0.6 -1.3 -0.2
C -2.08491 1.58054 1.87756 0.4 -0.7 -0.2
C -2.18756 2.63753 2.75381 0.2 1.1 0.5
C -1.63345 3.85086 2.38999 0.4 0.4 -1.0
C -1.03077 3.96250 1.11140 -1.3 -1.1 0.5
C -0.99385 2.86635 0.24796 0.5 0.3 1.7
N -1.43732 1.65635 0.67599 0.0 0.2 -0.1
H -4.41158 -2.37671 3.72946 0.2 0.4 -0.4
H -2.90153 -3.05493 1.65138 -0.4 0.4 0.1
H -2.64499 2.55186 3.74282 0.0 -0.2 -0.5
H -1.68356 4.73102 3.04766 0.1 -0.5 -0.3
H -0.70112 4.90248 0.77232 0.6 0.9 -0.3
H -0.44500 2.98670 -0.68762 -0.4 -0.5 0.0
C 2.09648 -2.47511 1.69007 0.2 -0.7 -1.5
As 1.04864 -0.83535 1.56909 0.8 1.0 1.0
C 0.70923 -0.65516 3.56222 -0.4 1.0 -0.2
C 2.47469 0.64705 1.39632 0.5 -2.1 0.4
C 3.36850 0.72138 0.12175 -0.8 0.1 0.1
C 4.07705 -0.61683 -0.24616 1.1 0.6 1.3
C 2.51500 1.28455 -1.05399 0.9 -0.2 -1.3
As 0.97992 0.28905 -1.86351 3.0 0.4 -1.9
C 2.01140 -1.14553 -2.93368 -0.4 1.2 -0.2
C 0.80417 1.40371 -3.51035 -0.6 0.8 0.5
C 4.52230 1.69088 0.44925 -0.6 1.3 0.1
As 4.37360 3.64853 0.96911 -0.3 -0.3 0.1
C 2.45355 4.25450 0.72932 -0.5 -0.8 1.6
C 4.38346 3.32842 2.94452 0.5 0.6 0.6
H 2.86715 -2.23762 2.40424 0.5 -0.1 0.1
H 2.52999 -2.89198 0.72740 -0.5 0.9 1.2
H 1.48773 -3.27578 2.09757 -0.3 0.1 0.2
H 1.60270 -0.37579 4.13920 0.1 -0.1 -0.6
H 0.31853 -1.55163 4.06770 -0.1 0.2 -0.7
H 0.00350 0.20369 3.69911 0.4 -0.8 -0.1
H 3.15775 0.34345 2.22444 -0.5 0.5 -0.3
H 1.97039 1.57571 1.64373 0.1 0.1 0.0
H 3.45150 -1.42020 -0.59777 -0.4 -0.1 0.0
H 4.66947 -0.99486 0.67438 -0.9 0.6 -1.5
H 4.79460 -0.36046 -1.05006 -0.2 -0.4 0.4
H 3.12892 1.44279 -1.97745 -0.1 -0.5 0.7
H 2.18398 2.29877 -0.89593 -0.4 0.2 0.6
H 2.80467 -0.80629 -3.67671 -1.3 0.2 1.0
H 1.18659 -1.63515 -3.43049 0.1 -0.4 -0.4
H 2.49423 -1.79960 -2.25625 0.2 -0.8 0.6
H 1.74330 1.40056 -4.10343 -0.7 -0.2 0.5
H 0.51323 2.45741 -3.29252 0.3 -0.7 0.0
H -0.04939 0.98949 -4.05903 0.4 -0.1 -0.2
H 5.22879 1.76696 -0.35471 0.2 -0.3 -0.7
H 5.09180 1.40699 1.32379 0.1 -0.7 0.2
H 2.09552 4.23596 -0.30958 0.4 0.3 0.3
H 2.46859 5.27819 1.15826 -0.1 -0.5 -0.5
H 1.71412 3.65605 1.37024 1.0 0.7 -0.9
H 5.44516 3.27710 3.36288 -1.3 0.1 -0.8
H 3.84520 2.41537 3.27641 0.2 0.7 -0.3
H 3.92619 4.25223 3.37683 0.2 -0.8 -0.1
C -3.54554 2.83380 -2.30514 1.5 -0.3 0.2
Sb -3.29927 0.72998 -1.84735 -2.0 0.6 -1.6
C -3.58288 -0.24622 -3.75845 -0.2 -0.9 1.7
C -5.34712 0.54333 -1.19333 0.3 -0.4 1.0
H -4.22421 3.04371 -3.12673 0.0 -0.3 0.0
H -2.52068 3.17567 -2.56092 -0.8 0.2 0.1
H -3.89511 3.31862 -1.39512 0.1 0.1 0.0
H -4.59772 -0.05959 -4.07081 -0.1 0.5 -0.5
H -3.55247 -1.30974 -3.49411 0.1 0.1 -0.1
H -2.79693 -0.06042 -4.45002 0.3 0.4 -0.7
H -5.46829 1.07983 -0.22035 0.0 -0.3 -1.0
H -5.56876 -0.50986 -1.01589 0.1 0.0 0.0
H -6.02232 0.88665 -1.97997 0.3 0.3 0.2
```
Positions in Å, forces in eV/Å.

***

Entry from the OMol25 dataset: the ion C25H32NO7 with charge -1 at a distorted geometry (ωB97M-V/def2-TZVPD).

- ΔE to the lowest compared entry with this formula, charge and spin: 215.4 kJ/mol
- Highest occupied orbital energy: -3.1472 eV
- Spin multiplicity: 1
- Total charge: -1
- Structure (SMILES): CCOC(=O)[C@@]1([C@@H](C2=C([O-])OC(C)(C)OC2=O)c2ccc(N(C)C)cc2)CCCCCC1=O
- Calculated total energy: -1553.227310 hartree

XYZ file:
```
65
Properties=species:S:1:pos:R:3:forces:R:3
C 2.96231 -1.65216 3.05991 -0.1 0.0 0.0
C 2.56447 -0.33849 2.39640 -0.1 0.2 0.2
O 1.20696 -0.32683 1.93816 0.4 0.7 0.8
C 0.40401 0.74800 2.23954 -0.3 1.4 1.0
O 0.66266 1.75250 2.91821 -0.2 -3.1 -1.4
C -0.91570 0.43160 1.46890 0.3 -0.4 3.1
C -0.46724 0.90564 0.09234 -0.4 0.8 -3.4
C 0.73489 1.82799 -0.08644 2.1 1.9 -0.6
C 1.33540 2.15073 -1.45352 -1.2 -0.8 2.0
O 0.89732 1.91391 -2.55995 0.4 -0.4 0.0
O 2.49012 2.94805 -1.40712 0.2 0.0 0.9
C 2.93346 3.42458 -0.11390 -0.6 -0.2 -0.4
C 3.94269 4.52377 -0.44936 -0.7 0.1 -0.1
C 3.66905 2.41848 0.74426 -0.2 -0.8 0.5
O 1.79603 3.94235 0.58587 0.7 0.6 -0.4
C 0.60828 3.26004 0.38204 -0.8 -1.5 -1.0
O -0.43991 3.86569 0.41612 1.0 0.5 0.7
C -0.32742 -0.31234 -0.84523 -0.9 1.0 0.2
C 0.83645 -0.80804 -1.45078 0.0 0.1 0.5
C 0.71221 -1.63420 -2.56206 -1.0 -0.3 -0.5
C -0.59195 -2.05300 -2.97492 0.6 0.0 0.8
N -0.77339 -2.68765 -4.17545 -0.3 -0.7 -1.6
C -1.97303 -3.46321 -4.46218 0.4 0.1 0.1
C 0.30378 -2.86484 -5.14129 -0.2 0.0 0.5
C -1.70852 -1.80987 -2.13774 0.4 0.1 -0.7
C -1.58162 -0.84895 -1.16641 1.1 -0.2 -0.5
C -1.17987 -1.14077 1.77890 0.2 -0.3 -0.2
C -2.63224 -1.74088 2.06328 1.8 0.0 0.4
C -3.87709 -1.11236 1.47734 -0.1 -0.7 0.1
C -4.28135 0.13608 2.28150 -0.4 -0.6 -0.3
C -3.11916 0.84582 2.96995 0.2 0.4 0.0
C -2.09521 1.33550 1.96633 0.7 1.2 -1.0
O -2.19553 2.43884 1.46414 -0.8 -1.3 1.0
H 4.04549 -1.56412 3.25223 -0.4 -0.2 0.0
H 2.44781 -1.80689 4.02696 0.2 0.0 -0.5
H 2.79789 -2.52037 2.39769 0.0 0.4 0.3
H 2.65746 0.49102 3.10821 0.3 -0.1 -0.2
H 3.20723 -0.17149 1.52225 -0.2 0.0 0.3
H -1.31492 1.58843 -0.23743 0.5 -1.3 -0.2
H 3.48488 5.20678 -1.16101 0.0 0.2 0.0
H 4.24381 5.06305 0.45763 0.0 -0.2 -0.3
H 4.78749 4.03659 -0.94971 0.0 0.2 0.3
H 2.98915 1.68939 1.19869 0.2 0.5 -0.5
H 4.42045 1.89116 0.13923 -0.1 0.2 0.2
H 4.15060 2.95940 1.57504 0.0 -0.1 -0.4
H 1.85182 -0.57227 -1.05276 -1.1 0.3 -0.5
H 1.57462 -1.86856 -3.20719 -0.5 0.0 0.6
H -2.86465 -2.94159 -4.09248 0.2 -0.3 -0.3
H -2.04127 -3.57709 -5.55844 -0.2 0.0 0.5
H -1.91911 -4.47002 -3.99778 -0.2 0.3 -0.2
H 0.84259 -1.92165 -5.32077 -0.2 -0.2 0.1
H 1.03500 -3.62085 -4.80404 0.0 0.1 -0.2
H -0.16108 -3.21162 -6.07692 0.4 0.2 0.3
H -2.68741 -2.22844 -2.35391 0.2 0.1 0.0
H -2.47429 -0.48710 -0.68050 0.2 0.1 0.1
H -0.66358 -1.68169 0.94267 -0.7 0.3 1.0
H -0.63947 -1.45181 2.72159 -0.3 0.7 -1.1
H -2.71557 -1.66839 3.17055 -0.3 -0.4 -0.6
H -2.51148 -2.82383 1.83903 -0.4 0.6 0.0
H -4.63995 -1.88256 1.62635 -0.3 0.2 -0.2
H -3.81631 -0.98359 0.39187 0.0 0.3 0.4
H -4.96833 -0.22319 3.05096 0.0 0.2 0.2
H -4.88750 0.78962 1.64822 0.3 0.3 0.1
H -2.61323 0.16724 3.66152 -0.2 0.2 0.2
H -3.51897 1.71849 3.50539 0.3 -0.2 -0.1
```
Positions in Å, forces in eV/Å.

***

Entry from the OMol25 dataset: a structure of composition C37H23ClF5GaN9O5S4Se2 (ωB97M-V/def2-TZVPD).

- Highest occupied orbital energy: -5.0606 eV
- Spin multiplicity: 1
- Total charge: -1
- Calculated total energy: -11572.752625 hartree

XYZ file:
```
87
Properties=species:S:1:pos:R:3:forces:R:3
Ga 1.17566 -0.41995 -0.75976 0.2 -0.1 -0.2
N -2.80007 -6.51697 -3.95670 -0.1 0.0 0.0
C -1.89908 -5.98157 -3.03967 0.2 0.0 0.1
C -2.14918 -4.74589 -2.43759 -0.1 0.0 0.0
C -1.28882 -4.24347 -1.47858 0.0 0.0 0.1
C -0.17347 -4.97560 -1.10519 0.3 0.1 0.2
C 0.09511 -6.19558 -1.70179 0.0 0.0 0.0
C -0.76005 -6.69782 -2.66562 -0.1 0.0 -0.1
S 0.92830 -4.33816 0.14722 0.1 0.4 0.1
O 0.11548 -3.97731 1.28271 -0.1 0.0 -0.2
O 1.93256 -5.35558 0.35138 0.0 0.0 -0.2
N 1.53442 -2.96304 -0.42706 -0.5 -0.4 0.5
C 2.43219 -2.94278 -1.41784 0.5 -0.5 -0.5
S 2.71681 -4.26582 -2.56477 0.2 0.4 0.0
C 3.82499 -3.24163 -3.41977 -0.1 -0.2 -0.1
C 3.90175 -2.03883 -2.81661 0.0 0.1 0.0
N 3.14253 -1.86856 -1.68989 -0.2 -0.3 0.3
H -3.40096 -5.85120 -4.41260 0.0 0.0 -0.1
H -2.42168 -7.21017 -4.57985 0.0 0.0 -0.1
H -3.02651 -4.18126 -2.73356 0.0 0.0 0.0
H -1.46174 -3.27865 -1.01681 -0.1 0.0 0.0
H 0.98679 -6.73140 -1.40561 0.0 0.0 0.0
H -0.55043 -7.64961 -3.13971 0.0 0.0 0.0
H 4.33521 -3.60119 -4.29688 0.1 0.1 0.0
H 4.49543 -1.20337 -3.15739 0.1 0.0 0.0
F 2.70066 0.81313 7.99002 0.0 0.0 0.0
C 2.52804 0.34184 6.75370 -0.1 0.0 -0.2
C 3.61043 -0.08379 6.00606 -0.1 0.0 0.1
F 4.83897 -0.01770 6.52833 0.0 0.0 0.0
C 3.42797 -0.55208 4.71445 -0.2 0.1 -0.3
F 4.52623 -0.84978 4.02391 0.1 0.0 0.1
C 2.16187 -0.64788 4.13831 0.0 0.2 0.2
Se 1.72093 -1.37049 2.40323 0.0 0.6 0.3
C 1.10244 -0.17663 4.91055 0.1 -0.2 -0.3
F -0.12864 -0.19648 4.38369 -0.1 0.0 0.2
C 1.26128 0.30393 6.19442 0.0 0.0 0.1
F 0.21054 0.71263 6.90709 0.0 -0.1 0.0
S -1.03187 5.21828 3.28456 0.0 -0.3 0.1
C -0.36288 3.79562 2.42277 -0.2 0.1 0.0
C -1.21055 2.75591 2.06678 0.1 0.0 0.0
C -0.64447 1.60239 1.55016 0.0 0.0 0.1
N 0.66426 1.46180 1.36685 -0.1 0.0 0.1
C 1.45460 2.49045 1.63697 0.1 -0.1 0.1
C 0.99290 3.68268 2.17492 0.0 0.0 0.0
C -1.28292 4.35055 4.84049 0.1 0.2 -0.3
C -0.23014 4.22008 5.73436 -0.1 0.0 0.1
C -0.46191 3.54679 6.92573 0.0 0.1 -0.1
N -1.63572 3.01578 7.24891 -0.1 -0.1 0.2
C -2.62737 3.12862 6.37489 0.0 0.0 0.0
C -2.50919 3.78954 5.15931 0.0 0.0 0.1
H -2.27856 2.84261 2.20984 0.0 -0.1 0.0
H -1.25259 0.74403 1.28086 -0.1 0.0 0.0
H 2.50969 2.33252 1.43773 0.0 0.1 0.0
H 1.66810 4.49716 2.39385 0.0 0.0 0.0
H 0.74080 4.63766 5.50752 0.0 0.0 0.0
H 0.32870 3.42986 7.65908 0.0 0.0 0.0
H -3.56708 2.67042 6.66365 0.0 0.0 0.0
H -3.35130 3.86578 4.48627 0.0 0.0 0.0
Se 2.35256 1.90769 -4.36402 0.4 -0.3 -0.4
N 1.18564 1.45553 -5.57696 -0.4 0.0 -0.4
C 0.61569 0.32161 -5.16179 0.5 0.2 0.5
C -0.43200 -0.37035 -5.79588 -0.3 -0.2 -0.1
C -0.90015 -1.49586 -5.18447 -0.1 0.3 -0.4
C -0.34433 -1.92618 -3.95795 0.4 -0.1 0.5
N 0.63282 -1.32588 -3.32860 -0.1 -0.1 -0.2
C 1.12991 -0.21358 -3.92341 0.1 0.5 -0.5
N 2.11892 0.50295 -3.38192 -0.1 -0.5 0.4
H -0.85133 0.00202 -6.72118 0.0 0.0 0.0
H -1.72139 -2.05067 -5.61834 0.0 -0.1 0.0
H -0.73598 -2.81128 -3.47043 0.0 0.0 -0.1
O -1.13108 0.36722 -1.71210 0.1 0.6 0.0
C -0.89147 1.57258 -1.90799 -0.4 -0.5 0.0
N 0.28614 2.17401 -1.73584 0.1 0.4 0.0
S 0.23625 3.73990 -2.10472 0.1 0.1 -0.2
O 0.40239 4.59756 -0.96070 -0.1 0.0 0.2
O 1.13226 4.02404 -3.21470 -0.5 0.3 0.3
C -1.48072 3.78607 -2.61273 0.1 -0.4 0.2
C -2.30253 4.81475 -3.01973 0.1 0.1 0.0
C -3.64702 4.52220 -3.22079 0.0 0.0 0.0
C -4.13826 3.23754 -3.01379 0.0 -0.1 0.0
C -3.29756 2.21172 -2.60165 0.0 0.0 0.0
C -1.96215 2.50754 -2.39806 -0.2 0.1 -0.1
H -1.91363 5.81368 -3.16458 0.0 0.0 0.0
H -4.32775 5.30774 -3.52172 0.0 0.0 0.0
H -5.19143 3.03735 -3.16441 0.0 0.0 0.0
H -3.66057 1.20727 -2.42952 0.0 0.0 0.0
Cl 3.27828 -2.79703 2.33067 0.5 -0.8 0.0
```
Positions in Å, forces in eV/Å.